Below is a 9-piece molecular cluster, C20H56ClNO11P2S8 overall in a non-equilibrium geometry, with properties calculated with wB97M-V/def2-TZVPD.

Element x y z (Å)
C (-0.901346, -0.344214, 0.287832)
C (0.660082, -0.145722, 0.592589)
Cl (1.012272, 1.659377, 0.250938)
C (1.651504, -0.987416, -0.352544)
P (1.151746, -2.788104, -0.653582)
O (0.514380, -3.460974, 0.851006)
C (1.063515, -4.780607, 0.927438)
N (1.539039, -5.780457, 1.427066)
P (-0.397855, -2.708196, -2.193797)
O (-1.850318, -3.465530, -1.676986)
O (0.151282, -3.291508, -3.712583)
H (-1.176931, 0.179573, -0.707702)
H (-1.240801, -1.444502, 0.255969)
H (-1.494373, 0.176796, 1.131275)
H (0.905032, -0.347659, 1.691358)
H (1.687543, -0.482174, -1.388017)
H (2.735877, -0.988112, 0.055407)
H (-1.859522, -3.385842, -0.685083)
H (1.138520, -3.275574, -3.732143)
C (-3.633580, 3.793530, 3.058729)
S (-2.670974, 2.799382, 1.898539)
O (-2.531004, 1.428904, 2.491560)
C (-1.111437, 3.665585, 2.161687)
H (-4.651669, 3.402145, 3.088252)
H (-3.192880, 3.733427, 4.055682)
H (-3.654649, 4.830463, 2.718859)
H (-0.830024, 3.613739, 3.214231)
H (-1.215814, 4.706137, 1.851959)
H (-0.339641, 3.185265, 1.555921)
C (2.606846, 7.159065, 0.524110)
S (1.281512, 6.409303, -0.446938)
O (0.265833, 5.882447, 0.513324)
C (2.253690, 5.004674, -1.032855)
H (2.212073, 8.046917, 1.019801)
H (2.963709, 6.452581, 1.275899)
H (3.424817, 7.448470, -0.138352)
H (2.633921, 4.432701, -0.184203)
H (3.082733, 5.366161, -1.644052)
H (1.609425, 4.366867, -1.639534)
C (-1.182200, -3.779345, 3.841652)
S (-1.414759, -1.991434, 3.945102)
O (-0.110533, -1.393076, 4.369326)
C (-2.490875, -2.029426, 5.394584)
H (-0.502289, -3.991824, 3.016277)
H (-0.751204, -4.154178, 4.771999)
H (-2.143235, -4.261154, 3.651683)
H (-1.977646, -2.514200, 6.227558)
H (-3.408223, -2.569057, 5.153056)
H (-2.737371, -1.002697, 5.668671)
C (-1.561035, 0.431216, -7.758251)
S (-1.302515, -0.144305, -6.067443)
O (-0.446149, 0.867397, -5.373894)
C (-0.244611, -1.538397, -6.509501)
H (-2.174348, 1.332955, -7.726847)
H (-0.601427, 0.662017, -8.224643)
H (-2.080916, -0.339501, -8.330536)
H (0.632023, -1.182643, -7.054655)
H (-0.808616, -2.243318, -7.123251)
H (0.074570, -2.033107, -5.592863)
C (4.581005, -5.903983, -0.685701)
S (4.887168, -5.800767, -2.462312)
O (3.592498, -5.444711, -3.120504)
C (5.150883, -7.570403, -2.707868)
H (4.351798, -4.903625, -0.315983)
H (3.734631, -6.564967, -0.490583)
H (5.474679, -6.279184, -0.183338)
H (4.268584, -8.126870, -2.386268)
H (6.025518, -7.890767, -2.138818)
H (5.325260, -7.749671, -3.769469)
C (-1.296172, 4.943817, 6.709132)
S (-0.213750, 5.823475, 5.564370)
O (0.356868, 4.811950, 4.621528)
C (1.063681, 6.211886, 6.780164)
H (-2.157791, 4.571046, 6.152619)
H (-0.760200, 4.103159, 7.156180)
H (-1.638118, 5.628482, 7.487680)
H (1.448716, 5.291252, 7.222937)
H (0.644700, 6.855513, 7.555809)
H (1.874275, 6.737440, 6.273613)
C (-3.706323, -1.569061, -12.571939)
S (-3.448840, -2.146259, -10.880475)
O (-2.593119, -1.134455, -10.187204)
C (-2.389342, -3.541143, -11.319480)
H (-4.319779, -0.667757, -12.539699)
H (-2.746385, -1.337815, -13.037234)
H (-4.225810, -2.339595, -13.144533)
H (-1.511897, -3.186185, -11.863178)
H (-2.951955, -4.246865, -11.933284)
H (-2.070878, -4.035523, -10.400948)
C (0.213565, 0.886910, 6.439464)
S (-0.368312, 1.259693, 8.106613)
O (0.034416, 2.667724, 8.419828)
C (0.789566, 0.164508, 8.955559)
H (-0.350313, 1.495947, 5.731098)
H (1.275938, 1.122469, 6.353978)
H (0.044324, -0.168679, 6.221848)
H (1.815597, 0.446176, 8.712012)
H (0.601543, -0.867664, 8.654662)
H (0.632594, 0.261663, 10.030638)

Atomic forces in eV per Å
C -0.1 0.8 0.2
C -0.3 -0.6 -0.4
Cl 0.1 -1.3 0.3
C -0.6 1.0 0.5
P 2.0 -0.9 0.0
O 1.7 -3.6 -0.9
C 0.8 -0.6 3.6
N -2.5 4.8 -3.1
P -2.2 3.1 -1.7
O 2.1 -0.2 0.6
O 0.3 -0.9 2.3
H 0.5 -1.1 1.6
H 0.8 1.6 0.1
H 0.9 -0.9 -1.3
H -0.4 0.5 -1.6
H -0.2 -1.0 1.4
H -1.9 -0.1 -0.6
H 0.0 -0.3 -1.2
H -0.7 -0.4 0.1
C -0.1 -0.1 0.1
S 0.3 0.3 0.0
O -0.1 0.1 0.2
C -0.1 -0.2 0.1
H 0.1 0.0 -0.1
H 0.1 -0.1 -0.1
H 0.1 -0.1 0.0
H -0.1 0.0 -0.1
H 0.0 -0.1 0.0
H -0.4 0.2 0.1
C 0.1 0.0 0.1
S -0.1 -0.1 0.1
O 0.4 0.2 -0.3
C 0.0 -0.1 0.0
H -0.1 -0.1 -0.1
H -0.1 0.0 0.0
H -0.1 0.0 0.0
H -0.1 0.1 0.0
H -0.1 0.0 0.0
H 0.0 0.1 0.1
C 0.1 -0.1 0.1
S 0.0 0.0 -0.1
O -0.3 -0.3 0.0
C 0.0 0.0 0.1
H -0.1 0.1 0.1
H 0.0 0.1 0.0
H 0.0 0.1 0.0
H 0.0 0.0 -0.1
H 0.1 0.0 -0.1
H 0.1 0.0 -0.1
C 0.0 0.0 0.1
S 0.2 0.2 -0.1
O -0.1 -0.3 -0.2
C 0.2 0.0 0.0
H 0.0 -0.1 0.1
H 0.0 0.0 0.1
H 0.1 0.1 0.1
H -0.1 0.1 0.0
H 0.0 0.1 0.0
H -0.2 0.1 0.0
C -0.1 -0.1 0.0
S -0.2 0.0 0.0
O 0.3 -0.1 0.2
C -0.1 -0.1 0.0
H 0.0 -0.1 -0.1
H 0.0 0.1 -0.1
H 0.0 0.0 -0.1
H 0.0 0.1 0.0
H 0.0 0.1 0.0
H 0.0 0.1 0.1
C 0.0 -0.1 0.0
S 0.0 -0.1 0.0
O 0.0 0.2 0.5
C 0.1 -0.1 0.1
H 0.1 0.1 -0.1
H 0.0 0.2 0.0
H 0.0 0.0 -0.1
H -0.1 0.0 -0.1
H 0.0 0.0 -0.1
H -0.1 0.0 -0.1
C 0.1 0.1 -0.1
S 0.1 0.1 0.0
O -0.2 -0.4 -0.4
C 0.1 0.0 0.0
H 0.0 -0.1 0.1
H 0.0 0.0 0.1
H 0.0 0.0 0.1
H -0.1 0.1 0.0
H 0.0 0.1 0.1
H -0.1 0.1 0.0
C 0.0 0.1 0.2
S 0.2 -0.1 -0.3
O 0.1 -0.3 0.1
C 0.1 0.0 0.1
H 0.0 0.0 0.1
H -0.1 0.0 0.1
H 0.0 0.1 0.0
H -0.1 0.1 -0.1
H 0.0 0.1 0.0
H -0.1 0.1 -0.1

Properties
- Max |F|: 6.18 eV/Å
- Highest occupied orbital energy: -7.6 eV
- Total charge: 0

These are the Mulliken partial charges, in e, on atoms 1 to 8: -0.20, 0.12, -0.25, -0.74, 0.08, 0.02, 0.36, -0.53

=====

Below is a 6-piece molecular cluster, C20H56N4O8 overall in a non-equilibrium geometry, with properties calculated with wB97M-V/def2-TZVPD.

Element x y z (Å)
C (-6.106299, 8.920001, -0.072601)
O (-6.000369, 7.528381, -0.125441)
C (-6.993139, 6.891451, -0.934541)
C (-6.926019, 5.454421, -0.460821)
C (-5.623539, 4.707531, -0.864121)
N (-8.054759, 4.755291, -1.013871)
H (-5.192559, 9.449361, -0.342721)
H (-6.321849, 9.248801, 0.944019)
H (-6.766989, 9.301931, -0.850881)
H (-7.989409, 7.321241, -0.830421)
H (-6.457209, 6.931471, -1.882841)
H (-6.920059, 5.399661, 0.627789)
H (-4.765879, 5.342931, -0.643221)
H (-5.575589, 4.609591, -1.948651)
H (-5.414639, 3.764391, -0.359201)
H (-8.162349, 3.850241, -0.578701)
H (-8.992879, 5.109061, -0.891891)
C (-0.251089, 7.003001, 3.252769)
O (-0.612019, 6.382631, 4.475239)
C (0.193801, 5.416321, 5.042299)
C (-0.354899, 4.055471, 4.659809)
C (-1.627449, 3.714681, 5.324809)
N (0.592431, 2.943461, 4.856169)
H (-1.114579, 7.466831, 2.775979)
H (0.213611, 6.364051, 2.501839)
H (0.419581, 7.858571, 3.332159)
H (1.232291, 5.614661, 4.777129)
H (0.274501, 5.640701, 6.105899)
H (-0.640259, 4.005371, 3.609019)
H (-2.415229, 4.449991, 5.161049)
H (-1.528979, 3.483411, 6.385429)
H (-1.967859, 2.794271, 4.850409)
H (1.059761, 2.664561, 4.005339)
H (1.391821, 3.470311, 5.177859)
C (3.389561, -8.722929, 3.729849)
O (4.350421, -7.702049, 3.497769)
C (4.753641, -7.035929, 4.701879)
C (6.101611, -6.486919, 4.414629)
C (7.112841, -7.160979, 3.534449)
N (6.659651, -6.149649, 5.721069)
H (3.495961, -9.323299, 4.633359)
H (3.307961, -9.337419, 2.833279)
H (2.468521, -8.160149, 3.881749)
H (4.150631, -6.177609, 4.998149)
H (4.896281, -7.833839, 5.430649)
H (5.951191, -5.508389, 3.958609)
H (7.614611, -7.983489, 4.044159)
H (7.882261, -6.402909, 3.388049)
H (6.594971, -7.524439, 2.646869)
H (6.901641, -7.014459, 6.183279)
H (5.936591, -5.703049, 6.266819)
C (-5.288779, -3.159649, -3.426251)
O (-4.812919, -2.351039, -4.479621)
C (-3.560059, -1.714159, -4.406611)
C (-3.399259, -1.063179, -5.788421)
C (-1.999389, -0.357849, -5.990181)
N (-4.354689, -0.004319, -6.130721)
H (-5.235879, -2.550599, -2.523831)
H (-4.666109, -4.042419, -3.281031)
H (-6.329499, -3.475749, -3.497581)
H (-3.605259, -1.013989, -3.572451)
H (-2.757559, -2.427379, -4.218461)
H (-3.498119, -1.887609, -6.494581)
H (-1.901419, 0.414391, -5.227181)
H (-1.915609, 0.209321, -6.917221)
H (-1.269189, -1.162399, -6.077381)
H (-4.755799, -0.340069, -6.994721)
H (-5.103039, -0.197019, -5.480391)
O (2.935751, -0.079989, -0.189431)
C (1.867321, -1.038359, -0.138531)
C (2.354181, -2.245599, 0.807519)
O (2.795521, -3.346689, 0.020479)
H (3.577181, -0.332979, -0.857381)
H (1.147381, -0.454429, 0.434889)
H (1.356071, -1.355879, -1.047321)
H (1.448501, -2.550899, 1.331579)
H (3.024881, -1.794909, 1.539049)
H (2.995311, -4.027719, 0.666909)
O (6.875681, -1.887569, -4.330371)
C (7.496611, -2.509089, -5.424521)
C (6.316071, -2.938689, -6.329381)
O (5.525201, -2.044649, -7.061391)
H (6.231431, -2.483909, -3.941871)
H (8.108001, -1.817719, -6.004451)
H (7.994671, -3.351969, -4.945371)
H (5.618821, -3.558659, -5.765841)
H (6.706271, -3.579099, -7.120401)
H (5.907441, -1.164049, -7.067191)

Atomic forces in eV per Å
C 0.4 0.7 -0.4
O -0.2 0.5 0.8
C 2.7 -0.7 0.7
C 0.1 -1.1 0.3
C 0.2 1.3 -0.5
N -1.0 -1.5 -0.6
H 0.7 -0.5 0.1
H -0.6 0.1 -0.1
H -0.7 0.0 0.4
H 0.1 0.1 -0.3
H -1.4 0.1 -1.0
H -0.2 0.6 0.3
H 0.0 0.2 0.3
H -0.3 -0.4 -0.1
H -0.5 -0.1 -0.1
H 0.5 -0.4 -0.2
H 0.2 1.0 0.2
C 0.2 0.3 -0.4
O -1.2 1.8 -0.7
C 1.0 0.4 -0.3
C 0.3 -0.8 -1.0
C -1.4 -0.7 0.6
N 1.3 0.8 0.6
H -0.4 -0.5 0.3
H -0.1 -0.6 0.2
H 0.4 0.0 0.7
H 0.4 -0.5 -0.8
H -0.7 -0.5 0.4
H 0.4 0.9 -0.4
H 0.1 0.2 0.1
H 0.1 0.2 0.1
H -0.2 -0.1 0.1
H -0.8 -0.4 -0.8
H 0.6 -0.4 1.2
C -0.9 1.3 -0.4
O -0.2 -0.4 0.5
C 0.6 -2.0 -2.0
C 0.6 2.2 0.8
C -0.2 -0.4 0.6
N 0.8 0.2 0.0
H 0.7 -0.1 0.0
H 0.1 0.0 0.2
H -0.7 -0.5 -0.1
H -0.7 -0.4 0.2
H -0.5 0.2 0.6
H -0.2 0.2 -0.3
H -0.1 -0.3 0.0
H 0.0 -0.2 -0.6
H 0.5 0.2 -0.2
H 0.1 -0.1 0.3
H 0.1 0.1 0.3
C 1.0 0.8 0.9
O -1.5 -0.8 -1.0
C -0.6 0.2 -0.2
C 2.3 1.2 -0.6
C -1.0 -1.2 0.0
N -0.9 -1.0 0.8
H 0.0 -0.1 0.5
H 0.1 -0.2 0.0
H 0.1 0.3 -0.8
H 0.3 0.5 0.1
H 0.2 -0.1 -0.1
H 0.2 -0.2 -0.1
H 0.5 -0.5 0.4
H -0.6 -0.3 -0.2
H 0.7 0.4 0.7
H -0.2 0.5 -0.4
H -0.7 0.5 0.2
O -0.3 -0.2 -1.1
C 1.2 -0.3 2.7
C -2.4 1.3 -1.7
O 0.5 0.5 0.6
H 0.1 -0.1 -0.1
H -0.4 -0.4 0.1
H 0.6 0.0 -0.3
H -0.1 -0.2 0.3
H 0.5 -0.3 -0.2
H 0.2 -0.4 -0.2
O 0.3 2.0 1.1
C -2.7 -0.3 -0.2
C 1.1 -2.1 -1.1
O -0.1 1.3 0.4
H 0.0 -0.1 -0.1
H 0.4 0.0 0.6
H 0.6 -0.4 -1.2
H 0.0 0.0 0.3
H 0.4 -0.6 0.2
H 0.0 0.1 0.1

Properties
- Max |F|: 3.23 eV/Å
- SMILES string: COC[C@H](C)N.COC[C@H](C)N.COC[C@H](C)N.COC[C@H](C)N.OCCO.OCCO
- Energy above the lowest of the compared OMol25 structures with the same formula, charge and spin: 211.8 kcal per mole
- Highest occupied orbital energy: -9.1 eV
- Total charge: 0

These are the Mulliken partial charges, in e, on atoms 1 to 8: -0.81, -0.32, -0.52, 0.57, -1.48, -0.72, 0.26, 0.23

=====

Below is C20H56N5O6Pb as an isolated structure in a non-equilibrium geometry, with properties calculated with wB97M-V/def2-TZVPD.

Element x y z (Å)
Pb (-38.923430, 3.533804, 29.604024)
O (-41.118069, 3.995718, 29.159039)
H (-41.880772, 3.996576, 28.583881)
C (-34.771599, 3.010784, 27.034323)
C (-35.881192, 2.942807, 28.095685)
C (-35.436484, 2.218943, 29.346681)
O (-36.523936, 2.121696, 30.236541)
C (-36.317883, 1.117324, 31.224868)
N (-36.427156, 4.291200, 28.453302)
H (-34.016118, 3.755020, 27.289425)
H (-35.220633, 3.302004, 26.080117)
H (-34.300810, 2.043022, 26.846047)
H (-36.726872, 2.370018, 27.683068)
H (-34.592110, 2.764339, 29.804678)
H (-35.111816, 1.208269, 29.066256)
H (-35.371488, 1.307630, 31.741442)
H (-36.322780, 0.121787, 30.772996)
H (-37.131675, 1.194381, 31.941946)
H (-36.606957, 4.826815, 27.609913)
H (-35.637049, 4.767128, 28.903864)
C (-40.908776, 2.278147, 33.817835)
C (-40.149371, 2.948742, 32.675639)
C (-38.772312, 3.403502, 33.156474)
O (-38.138487, 4.056566, 32.051156)
C (-36.872089, 4.583328, 32.391649)
N (-39.997693, 2.052579, 31.497451)
H (-41.010108, 2.939798, 34.677304)
H (-40.346970, 1.395727, 34.155302)
H (-41.884668, 1.913671, 33.502347)
H (-40.734325, 3.830188, 32.397028)
H (-38.226114, 2.518419, 33.513331)
H (-38.870844, 4.135626, 33.965683)
H (-36.413368, 4.987663, 31.494675)
H (-36.264326, 3.827787, 32.897599)
H (-36.956368, 5.425411, 33.096989)
H (-40.967657, 1.900302, 31.204365)
H (-39.647303, 1.126733, 31.738907)
C (-38.478213, 8.655579, 29.810020)
C (-38.546040, 7.262468, 30.468449)
C (-39.373975, 7.267160, 31.729056)
O (-38.764146, 8.110213, 32.676580)
C (-39.047004, 7.740652, 34.006615)
N (-39.145793, 6.277404, 29.536670)
H (-37.675680, 8.654352, 29.066188)
H (-38.242921, 9.427326, 30.544713)
H (-39.402456, 8.915749, 29.293063)
H (-37.509861, 6.968520, 30.648352)
H (-39.490697, 6.249817, 32.127293)
H (-40.394725, 7.615434, 31.497226)
H (-38.825744, 8.583059, 34.658782)
H (-38.383707, 6.915631, 34.299926)
H (-40.093558, 7.467095, 34.159129)
H (-40.164023, 6.300972, 29.591445)
H (-38.886592, 6.529859, 28.589896)
C (-40.779985, -0.500040, 27.096927)
C (-39.630317, 0.112324, 27.903047)
C (-38.308111, -0.146164, 27.236896)
O (-38.300515, 0.498350, 26.007787)
C (-37.084974, 0.391245, 25.343817)
N (-39.799547, 1.565005, 28.006802)
H (-40.772555, -0.076120, 26.101562)
H (-41.706481, -0.314770, 27.648391)
H (-40.725130, -1.593342, 27.099968)
H (-39.565301, -0.317680, 28.905308)
H (-38.166286, -1.230281, 27.120798)
H (-37.482358, 0.238223, 27.861322)
H (-36.852069, -0.656119, 25.125126)
H (-36.251454, 0.803314, 25.932086)
H (-37.181045, 0.974092, 24.432176)
H (-39.513987, 2.005035, 27.136169)
H (-40.767029, 1.864212, 28.129514)
C (-40.825557, 4.327675, 24.931789)
C (-39.409006, 3.979533, 25.367692)
C (-38.342496, 4.313239, 24.353364)
O (-38.451649, 5.685000, 23.994768)
C (-37.550568, 6.072795, 22.983260)
N (-39.090635, 4.584120, 26.713246)
H (-40.965130, 5.407402, 24.985887)
H (-41.539293, 3.868051, 25.624228)
H (-41.093018, 3.978430, 23.934565)
H (-39.294360, 2.892459, 25.485623)
H (-38.444938, 3.664694, 23.473429)
H (-37.344256, 4.149664, 24.801328)
H (-37.887227, 5.710284, 22.004844)
H (-36.549771, 5.658687, 23.162411)
H (-37.517136, 7.156656, 22.988486)
H (-39.981579, 4.841959, 27.142042)
H (-38.591238, 5.452041, 26.512898)

Atomic forces in eV per Å
Pb -0.7 0.3 -0.8
O 0.5 0.1 0.4
H -0.2 0.0 -0.1
C -0.5 0.0 -0.1
C -0.5 0.4 -0.5
C 0.1 0.1 -0.3
O -0.1 -0.3 0.3
C 0.1 0.5 -0.1
N 1.4 -0.4 0.2
H 0.1 -0.1 0.1
H 0.1 0.1 0.1
H 0.1 0.0 0.2
H 0.1 0.1 0.0
H -0.1 -0.2 0.1
H 0.2 0.1 0.0
H 0.0 -0.2 0.0
H 0.1 0.0 0.0
H 0.0 0.0 0.0
H -0.1 -0.2 -0.1
H -0.4 0.1 0.0
C 0.6 -0.5 0.1
C 0.2 -0.3 0.7
C -0.7 0.3 -0.6
O 0.1 -0.4 0.8
C 0.0 0.5 0.6
N -1.1 0.4 0.3
H -0.2 0.1 0.0
H -0.1 0.1 0.0
H -0.1 0.2 0.0
H 0.2 -0.1 -0.5
H 0.3 0.2 -0.1
H 0.0 -0.2 0.1
H 0.1 -0.3 -0.1
H 0.2 -0.1 -0.3
H -0.2 -0.1 -0.1
H 0.4 -0.1 -0.4
H 0.1 0.2 0.3
C 0.3 -0.2 0.2
C -0.3 0.5 -1.1
C -0.1 -0.1 0.2
O -0.1 0.1 0.0
C 0.3 0.0 0.2
N 0.2 0.0 0.4
H -0.1 0.1 0.0
H 0.0 0.0 0.0
H -0.1 0.0 0.2
H -0.1 -0.2 0.4
H 0.2 0.0 -0.1
H 0.1 0.1 0.0
H 0.0 0.1 -0.1
H -0.2 -0.1 0.1
H 0.0 -0.1 -0.1
H 0.1 -0.1 -0.1
H -0.1 0.0 -0.1
C 0.0 -0.5 1.3
C -0.5 0.2 -0.4
C 0.4 -0.5 0.6
O -0.5 0.4 -0.2
C 0.6 0.0 -0.3
N 0.0 0.3 0.1
H -0.3 -0.1 -0.2
H -0.1 0.4 -0.4
H 0.3 0.1 -0.4
H -0.2 0.0 0.0
H 0.1 0.0 0.0
H -0.1 -0.1 0.0
H 0.0 0.0 -0.2
H -0.1 0.0 0.0
H 0.1 -0.1 -0.2
H 0.1 -0.2 0.0
H 0.1 -0.2 0.2
C -0.1 0.0 0.3
C 0.2 -0.5 0.6
C 0.2 0.8 0.0
O -0.1 -0.4 0.4
C 0.0 -0.3 -0.1
N -0.1 0.0 -1.0
H 0.0 0.0 -0.2
H 0.1 0.1 0.0
H 0.2 0.0 -0.1
H -0.3 0.1 -0.1
H 0.0 0.1 0.0
H -0.1 -0.2 -0.1
H 0.0 0.1 0.0
H 0.0 0.2 0.1
H 0.1 0.1 -0.1
H 0.2 0.0 0.1
H -0.3 0.0 0.1

Properties
- Max |F|: 1.45 eV/Å
- Energy above the lowest of the compared OMol25 structures with the same formula, charge and spin: 5.5 kcal per mole
- Highest occupied orbital energy: -10.8 eV
- Total charge: +1

These are the Mulliken partial charges, in e, on atoms 1 to 8: 1.72, -0.85, 0.06, -1.80, 1.76, -1.40, 0.67, -1.11